C11H18F6N6O2PSV | ωB97M-V/def2-TZVPD

Calculated values
* highest occupied orbital energy: -0.5813 hartree
* energy relative to the best compared isomer or geometry (same formula, charge and spin): 0.0 kcal/mol
* frontier orbital gap: 0.2325 hartree
* spin multiplicity: 1
* calculated total energy: -3191.39513 Eh
* charge: +2

Each line ends with the natural charge from an NBO analysis.
Atoms and positions in Å:
V 1.275 1.273 0.855  1.302
C -3.996 -0.566 1.278  -0.406
N -2.815 0.247 1.632  -0.378
C -2.792 0.969 2.771  0.191
C -1.717 1.710 3.177  -0.384
C -0.642 1.673 2.297  0.627
O 0.542 2.189 2.416  -0.510
N -0.673 1.008 1.124  -0.553
C -1.711 0.158 0.778  0.794
O -1.693 -0.579 -0.179  -0.604
H -4.856 -0.161 1.803  0.232
H -3.831 -1.603 1.561  0.235
H -4.154 -0.501 0.207  0.244
H -3.696 0.912 3.364  0.252
H -1.702 2.251 4.109  0.287
S 2.195 5.400 -0.320  0.529
C 1.789 3.954 -0.127  0.163
N 1.456 2.772 0.031  -0.461
F 2.963 1.089 1.556  -0.455
P 2.975 -0.623 2.827  2.688
F 2.683 -1.892 3.625  -0.516
F 1.385 -0.445 2.192  -0.545
F 4.472 -0.347 3.052  -0.509
F 3.276 -1.322 1.442  -0.550
F 2.544 0.427 3.886  -0.520
C 0.545 1.647 -2.715  -0.413
N 0.078 0.280 -2.506  -0.365
C -1.116 -0.107 -3.269  -0.413
C 0.611 -0.522 -1.598  0.716
N 1.277 0.029 -0.514  -0.675
N 0.593 -1.842 -1.705  -0.354
C 0.521 -2.526 -3.003  -0.413
C 0.747 -2.716 -0.537  -0.432
H 0.466 1.867 -3.778  0.242
H 1.587 1.737 -2.421  0.225
H -0.073 2.359 -2.166  0.208
H -1.798 0.742 -3.252  0.230
H -1.600 -0.947 -2.781  0.236
H -0.872 -0.344 -4.303  0.226
H 1.879 -0.681 -0.085  0.437
H 0.791 -1.839 -3.799  0.227
H -0.471 -2.937 -3.179  0.227
H 1.245 -3.338 -2.982  0.239
H 0.310 -2.249 0.341  0.226
H 1.797 -2.966 -0.367  0.225
H 0.205 -3.637 -0.738  0.249

Atoms 1-6, force components in eV/Å:
0.58 0.65 0.39
0.09 0.08 0.01
-0.06 -0.06 -0.01
-0.05 -0.01 -0.05
-0.04 -0.03 -0.02
0.19 0.06 0.01